This record from the Open Molecules 2025 dataset describes a cluster of 2 separate species, C47H41BF12N2O2S in total at a distorted geometry. The level of theory is ωB97M-V with the def2-TZVPD basis set.

The geometry in XYZ format:
```
106
Properties=species:S:1:pos:R:3:forces:R:3
C 8.621015 3.998196 -1.052162 0.3 0.3 0.2
C 7.454311 3.263010 -1.576551 -0.6 -0.5 -1.1
C 7.291140 2.795254 -2.864540 0.0 0.2 0.7
C 6.081708 2.053434 -3.054984 0.3 0.3 1.1
C 5.344518 1.942071 -1.898152 0.7 0.5 -0.4
B 3.993767 1.110359 -1.660415 1.5 -0.5 -0.1
C 4.452226 -0.481231 -1.603160 -0.9 1.3 -0.1
C 4.804830 -1.061486 -0.399147 0.4 -0.9 0.0
C 5.228212 -2.389801 -0.383468 0.0 0.1 0.5
C 5.621528 -3.055184 0.911543 0.2 0.1 0.0
F 6.771357 -3.789686 0.769030 -0.9 0.4 0.4
F 5.837377 -2.153884 1.912661 -0.2 -0.9 -0.6
F 4.644878 -3.920144 1.350443 0.8 0.5 -0.1
C 5.281753 -3.140507 -1.549933 0.3 -0.1 0.0
C 4.941683 -2.534195 -2.745543 -0.3 0.0 -0.4
C 5.031288 -3.298761 -4.043478 0.2 0.1 -0.1
F 3.829222 -3.320746 -4.705174 0.9 -0.1 0.3
F 5.940566 -2.720004 -4.893805 -0.8 -0.6 0.5
F 5.417306 -4.593930 -3.860768 -0.3 0.8 -0.4
C 4.505336 -1.206501 -2.777184 0.4 -0.9 0.1
O 3.486740 1.528690 -0.390604 -1.6 0.8 1.3
C 2.185229 2.051475 -0.255564 0.8 -0.2 -0.7
C 1.660178 2.801437 -1.525773 0.0 -0.6 0.2
C 0.158466 2.957558 -1.369419 -0.3 -0.3 0.2
C 2.278228 4.187779 -1.634390 0.3 0.0 0.0
C 1.920714 1.908203 -2.782447 0.9 -0.3 0.5
O 3.202678 1.326279 -2.830343 -1.8 0.5 -1.0
S 6.083740 2.849082 -0.600260 0.3 -0.6 -0.8
H 9.310774 4.191212 -1.877040 0.0 0.1 0.1
H 8.318319 4.952389 -0.613283 0.2 0.0 0.0
H 9.153270 3.425503 -0.285404 0.0 0.1 0.0
H 8.026539 2.968972 -3.642655 0.0 0.0 0.1
H 5.790837 1.614508 -3.998301 -0.1 -0.1 0.0
H 4.775967 -0.484151 0.515926 0.0 0.0 0.0
H 5.631649 -4.164808 -1.531437 0.0 0.0 0.0
H 4.228214 -0.752798 -3.721739 0.0 0.1 0.1
H 1.502649 1.211882 -0.010603 -0.2 0.2 0.0
H 2.206681 2.744086 0.600720 -0.2 -0.1 -0.1
H -0.300445 3.382915 -2.276562 0.1 -0.1 0.2
H -0.259203 1.956397 -1.190000 0.1 0.7 -0.1
H -0.111724 3.591826 -0.506423 0.1 -0.1 -0.3
H 1.875405 4.709120 -2.513421 0.2 -0.1 0.1
H 1.987875 4.776343 -0.751377 0.2 -0.1 -0.1
H 3.374001 4.138956 -1.691970 -0.3 0.1 -0.1
H 1.186046 1.074860 -2.808577 -0.3 0.2 0.1
H 1.804935 2.482505 -3.715115 -0.2 0.1 0.3
F -0.175638 -2.432942 6.996552 -0.1 -0.7 -1.1
C -0.183497 -3.125829 5.824735 1.9 -0.2 0.1
F 0.638840 -2.470054 4.933431 -0.9 -0.5 1.2
F 0.401977 -4.357635 6.041637 -0.6 1.4 0.0
C -1.568171 -3.321490 5.265848 -0.2 0.1 -0.4
N -1.445074 -3.829956 3.890482 -0.6 1.2 0.1
C -1.727674 -5.196318 3.724822 0.3 -1.7 0.4
C -2.823337 -5.727024 4.441197 0.5 0.2 -0.5
C -2.939665 -7.095993 4.630503 0.1 -0.1 -0.3
C -1.969314 -7.956722 4.104808 0.1 0.1 0.0
C -0.912481 -7.445595 3.344012 -0.5 0.1 -0.1
C -0.817997 -6.076084 3.105752 -0.1 0.2 0.3
C -1.196346 -2.939341 2.861169 -0.2 0.1 -0.3
C -0.634021 -3.350584 1.629423 0.3 0.2 -0.1
C -0.289485 -2.426106 0.658110 -0.6 0.3 -0.2
C -0.805432 -1.099101 0.726026 0.8 0.5 1.1
C -0.948082 -0.281309 -0.439262 -1.1 -0.8 -0.5
C -2.166874 0.383239 -0.765722 0.3 0.2 0.2
C -2.308260 1.152428 -1.971683 0.1 0.4 0.0
C -3.321786 2.075270 -2.113728 0.5 -0.4 0.0
C -4.438206 2.086783 -1.237083 0.0 0.2 0.1
N -5.410394 3.062642 -1.360685 1.1 -0.3 -1.0
C -5.093904 4.279800 -2.126438 -0.1 -0.5 -0.3
C -4.446039 5.293277 -1.228528 0.7 0.8 1.7
F -3.902628 6.343384 -1.906591 -0.7 -1.1 0.6
F -5.364967 5.786993 -0.331458 0.9 -0.3 -0.9
F -3.449776 4.715911 -0.473963 -0.8 0.7 -0.8
C -6.746242 2.911308 -0.949629 -1.7 0.5 0.9
C -7.082854 2.548793 0.367667 0.1 0.0 -0.2
C -8.407496 2.593265 0.803802 -0.1 0.1 -0.4
C -9.414766 3.051243 -0.058047 0.3 -0.1 0.1
C -9.098264 3.380112 -1.383677 0.1 -0.1 0.3
C -7.779470 3.311804 -1.827667 0.2 -0.5 0.4
C -4.479599 1.069701 -0.245298 0.5 -0.6 0.4
C -3.331317 0.352646 0.068427 -0.5 0.2 -0.4
C -1.250051 -0.666513 2.010639 -0.9 -0.5 -0.2
C -1.490072 -1.561891 3.031012 0.4 0.0 0.0
H -2.045279 -4.079853 5.894654 0.1 0.4 -0.2
H -2.123177 -2.376414 5.302762 0.1 -0.5 0.3
H -3.556518 -5.029939 4.850925 0.1 -0.3 0.0
H -3.790124 -7.479929 5.192725 0.3 0.0 -0.1
H -2.040593 -9.026988 4.284293 0.0 0.2 0.0
H -0.145653 -8.099434 2.929804 -0.3 0.1 0.1
H -0.003548 -5.684570 2.491695 -0.1 -0.4 0.7
H -0.438810 -4.398879 1.436601 0.1 0.5 0.0
H 0.291051 -2.742114 -0.206535 -0.3 0.0 0.0
H -0.186830 -0.356358 -1.221364 -0.2 0.0 0.1
H -1.572297 1.064284 -2.780393 -0.1 0.2 0.6
H -3.251179 2.806503 -2.914493 0.1 -0.6 0.0
H -4.414352 4.055440 -2.950755 -0.4 0.3 0.1
H -6.007962 4.739391 -2.511688 0.4 -0.2 0.0
H -6.293339 2.244939 1.057076 -0.4 0.4 -0.1
H -8.631103 2.276492 1.826811 0.0 0.3 -0.4
H -10.435764 3.160383 0.310962 0.3 -0.1 -0.2
H -9.884240 3.692058 -2.074902 0.3 -0.1 0.2
H -7.537504 3.534910 -2.867492 -0.2 0.0 0.3
H -5.387721 0.850176 0.313218 0.5 0.2 -0.2
H -3.339894 -0.278506 0.959284 -0.1 0.1 -0.5
H -1.460335 0.383081 2.200921 0.0 -0.1 -0.3
H -1.938253 -1.219268 3.966140 0.5 0.1 -0.5
```
Forces are in eV/Å.

Computed properties:
- ΔE to the lowest compared entry with this formula, charge and spin (kcal/mol) = 44.1
- highest occupied orbital energy (eV) = -6.20
- calculated total energy (eV) = -100601.04392
- gap between HOMO and LUMO (eV) = 3.043